Record 1
Here is a 2-piece molecular cluster, CH5N3O3 overall from the OMol25 dataset. Energies are from ωB97M-V with the def2-TZVPD basis set.

Each line ends with the Löwdin charge.
Element x y z (Å)
C -1.759 0.074 0.591  0.049
N -0.511 0.299 0.335  -0.405
N -0.107 -0.559 -0.719  0.110
O 0.294 1.156 0.754  -0.049
H -2.370 -0.595 0.083  0.062
H -2.244 0.739 1.231  0.065
H -0.563 -1.412 -0.986  0.098
H 0.894 -0.539 -0.756  0.053
O 3.070 -0.004 -0.945  0.011
N 3.751 0.875 -0.425  -0.285
O 4.911 1.165 -0.672  0.048
H 3.147 1.487 0.348  0.246

E = -11724.2454 eV
E_LUMO = -0.04 eV
SMILES = C=[N+](N)[O-].O=[NH+][O-]
spin multiplicity = 1
F_max = 0.0674 Eh/bohr
ΔE to the lowest compared entry with this formula, charge and spin = 103.49 kcal per mole

---

Record 2
Here is a 2-piece molecular cluster, C10H17O3 overall from the OMol25 dataset. Energies are from ωB97M-V with the def2-TZVPD basis set.

Each line ends with the Löwdin spin population.
Element x y z (Å)
O -0.363 -0.251 1.288  1.002
O 0.330 -0.298 0.252  0.999
C -7.096 0.571 2.638  0.000
C -5.639 0.617 2.986  0.000
C -4.854 -0.456 2.805  0.006
C -3.389 -0.491 3.064  0.033
C -2.912 0.693 3.918  0.064
C -3.536 2.001 3.413  0.005
C -5.061 1.931 3.460  0.001
O -5.657 2.933 2.651  0.001
C -1.411 0.712 4.018  0.563
C -0.612 1.660 3.256  0.107
C -0.794 -0.153 5.040  0.093
H -7.646 1.435 3.030  0.000
H -7.278 0.529 1.549  0.000
H -7.559 -0.343 3.046  0.000
H -5.308 -1.382 2.450  0.001
H -3.134 -1.423 3.580  0.000
H -2.819 -0.510 2.123  0.002
H -3.260 0.517 4.955  0.010
H -3.208 2.821 4.069  0.000
H -3.172 2.180 2.390  0.000
H -5.391 2.025 4.517  0.000
H -5.204 3.779 2.830  0.000
H 0.455 1.441 3.394  0.000
H -0.812 1.654 2.180  0.022
H -0.787 2.697 3.581  0.035
H 0.296 -0.006 5.078  -0.001
H -1.210 0.084 6.040  0.027
H -0.982 -1.229 4.878  0.027

E = -16782.4746 eV
E_LUMO (spin up / spin down) = 0.77 / -1.00 eV
spin multiplicity = 4
F_max = 0.0754 Eh/bohr
ΔE to the lowest compared entry with this formula, charge and spin = 0.00 kcal per mole

---

Record 3
Here is a 2-piece molecular cluster, C4H5N4 overall from the OMol25 dataset. Energies are from ωB97M-V with the def2-TZVPD basis set.

Each line ends with the Löwdin charge.
Element x y z (Å)
C -1.107 0.465 1.692  -0.356
C 0.944 -0.539 -0.622  -0.030
C 0.827 -0.838 -2.144  -0.197
C 0.611 -1.751 -0.972  -0.106
N 0.162 0.969 1.530  -0.117
N -1.951 1.439 1.860  -0.107
N -0.024 2.310 1.647  -0.162
N -1.245 2.551 1.850  -0.193
H 1.060 0.278 0.037  0.017
H -1.399 -0.587 1.556  0.073
H 0.019 -0.452 -2.806  0.072
H 1.715 -1.003 -2.634  0.016
H 0.386 -2.843 -0.993  0.090

total charge = -1
E = -10186.2690 eV
E_LUMO = 3.85 eV
spin multiplicity = 1
F_max = 0.0631 Eh/bohr
ΔE to the lowest compared entry with this formula, charge and spin = 75.56 kcal per mole

---

Record 4
Here is a 5-piece molecular cluster, C4H5NO overall from the OMol25 dataset. Energies are from ωB97M-V with the def2-TZVPD basis set.

Each line ends with the Löwdin charge.
Element x y z (Å)
C -0.440 1.284 0.049  -0.144
C -0.959 -0.124 -0.344  -0.462
C 0.158 -1.263 0.136  -0.151
C 1.509 -0.522 -0.313  -0.265
H -1.283 2.087 -0.584  0.141
H -0.462 1.291 1.548  0.203
H 0.944 1.591 -0.336  0.167
H 0.171 -1.486 1.672  0.240
H 0.043 -2.622 -0.553  0.232
N 2.534 0.182 -0.619  0.076
O -2.215 -0.418 -0.655  -0.039

E = -7756.8593 eV
E_LUMO = -1.09 eV
spin multiplicity = 1
F_max = 0.2111 Eh/bohr
ΔE to the lowest compared entry with this formula, charge and spin = 222.93 kcal per mole

---

Record 5
Here is an isolated ion of composition C3H7NO2P and charge -1 from the OMol25 dataset. Energies are from ωB97M-V with the def2-TZVPD basis set.

Each line ends with the Löwdin charge.
Element x y z (Å)
C 0.315 0.998 2.256  -0.007
C -0.214 0.564 1.135  -0.168
C 0.157 -0.721 0.478  -0.303
N -0.596 -0.979 -0.786  -0.227
P 0.039 -0.130 -2.218  0.231
O 1.157 0.826 -1.914  -0.463
O -1.051 0.390 -3.094  -0.446
H -0.046 1.835 2.701  0.006
H 1.112 0.597 2.765  0.027
H -1.093 0.988 0.726  0.088
H 1.185 -0.663 0.069  0.100
H -0.097 -1.619 1.057  0.101
H -1.617 -0.741 -0.680  0.066
H 0.749 -1.344 -2.495  -0.004

total charge = -1
E = -18100.3396 eV
E_LUMO = 3.85 eV
SMILES = C=CCN[P@H](=O)[O-]
spin multiplicity = 1
F_max = 0.0600 Eh/bohr
ΔE to the lowest compared entry with this formula, charge and spin = 29.27 kcal per mole

---

Record 6
Here is C35H37ClP2Sr as an isolated structure from the OMol25 dataset. Energies are from ωB97M-V with the def2-TZVPD basis set.

Each line ends with the Löwdin charge.
Element x y z (Å)
Sr 1.235 -1.416 6.382  1.107
C -2.681 -0.018 7.205  -0.138
C -2.792 -0.304 5.893  -0.131
C -2.909 0.686 4.768  -0.197
C -1.596 1.308 4.152  -0.184
C -0.505 1.798 5.052  -0.134
C -0.683 2.304 6.281  -0.116
C -2.000 2.523 6.946  -0.182
C -2.566 1.340 7.836  -0.183
C 2.945 0.402 6.011  -0.411
H -2.507 -0.854 7.919  0.098
H -2.641 -1.374 5.610  0.098
H -3.563 1.513 5.053  0.095
H -3.409 0.132 3.955  0.102
H -1.221 0.557 3.448  0.077
H -1.928 2.136 3.508  0.116
H 0.515 1.772 4.622  0.097
H 0.203 2.503 6.913  0.110
H -2.778 2.797 6.226  0.094
H -1.878 3.355 7.653  0.110
H -1.894 1.215 8.695  0.075
H -3.532 1.671 8.258  0.114
H 3.537 0.126 6.917  -0.069
H 2.802 1.475 5.979  -0.078
H 3.417 0.005 5.079  -0.083
P 0.126 -2.359 -2.999  1.005
P 2.110 0.411 -3.247  0.999
C -0.403 -0.764 -3.620  -0.339
C 0.364 0.360 -3.648  -0.358
C -0.769 -3.528 -4.109  -0.403
C -1.944 -3.200 -4.799  -0.099
C -2.578 -4.150 -5.610  -0.085
C -2.053 -5.435 -5.748  -0.090
C -0.867 -5.761 -5.076  -0.088
C -0.216 -4.814 -4.281  -0.108
C -0.877 -2.473 -1.445  -0.361
C -0.495 -1.603 -0.398  -0.104
C -1.231 -1.582 0.789  -0.091
C -2.346 -2.418 0.928  -0.097
C -2.719 -3.296 -0.100  -0.083
C -1.968 -3.341 -1.282  -0.085
C 2.741 1.207 -4.818  -0.358
C 2.709 0.422 -5.990  -0.111
C 3.071 0.962 -7.226  -0.096
C 3.474 2.296 -7.338  -0.094
C 3.520 3.078 -6.178  -0.087
C 3.177 2.532 -4.933  -0.089
C 2.176 1.841 -2.091  -0.413
C 3.307 1.931 -1.253  -0.112
C 3.450 3.018 -0.381  -0.082
C 2.458 4.012 -0.347  -0.091
C 1.337 3.927 -1.174  -0.085
C 1.182 2.836 -2.043  -0.095
H -1.422 -0.697 -4.002  0.057
H -0.046 1.280 -4.083  0.073
H -2.391 -2.220 -4.702  0.085
H -3.500 -3.887 -6.135  0.104
H -2.558 -6.185 -6.374  0.107
H -0.450 -6.764 -5.171  0.102
H 0.709 -5.071 -3.773  0.095
H 0.361 -0.935 -0.530  0.096
H -0.933 -0.904 1.599  0.086
H -2.943 -2.381 1.838  0.094
H -3.593 -3.946 -0.004  0.103
H -2.239 -4.024 -2.093  0.099
H 2.379 -0.612 -5.951  0.097
H 3.034 0.347 -8.130  0.103
H 3.733 2.733 -8.311  0.104
H 3.819 4.125 -6.247  0.102
H 3.228 3.169 -4.053  0.097
H 4.066 1.149 -1.302  0.097
H 4.332 3.077 0.262  0.104
H 2.574 4.859 0.334  0.103
H 0.565 4.708 -1.154  0.106
H 0.304 2.766 -2.682  0.088
Cl 0.663 -0.347 8.720  -0.390

E = -68828.6789 eV
E_LUMO = -1.02 eV
spin multiplicity = 1
F_max = 0.0336 Eh/bohr

---

Record 7
Here is C12H26CaN6O6 as an isolated structure from the OMol25 dataset. Energies are from ωB97M-V with the def2-TZVPD basis set.

Each line ends with the Löwdin charge.
Element x y z (Å)
O -2.250 1.680 -2.891  -0.076
H -2.469 2.500 -3.367  0.064
Ca -0.416 -0.399 -1.048  1.317
N -2.813 -0.459 -0.963  -0.199
N -1.560 1.077 0.573  -0.135
N 1.722 -1.230 -1.973  -0.189
N 1.648 0.357 0.066  -0.108
O -3.357 -1.327 -1.703  -0.070
O 1.756 -1.824 -3.117  -0.208
O 1.651 1.196 1.161  -0.130
O -0.869 1.818 1.386  -0.144
C -2.898 1.362 0.491  -0.264
C -3.613 0.504 -0.379  -0.272
C 2.893 -1.075 -1.320  -0.315
C 2.852 -0.195 -0.182  -0.282
C -5.045 0.617 -0.738  -0.028
H -5.164 1.084 -1.732  0.096
H -5.577 1.233 -0.001  0.069
H -5.484 -0.392 -0.766  0.087
C -3.474 2.511 1.239  -0.026
H -3.043 3.457 0.874  0.096
H -3.223 2.423 2.306  0.089
H -4.563 2.556 1.122  0.067
C 4.136 -1.769 -1.747  -0.049
C 4.097 0.016 0.628  -0.032
H 4.025 -2.120 -2.779  0.071
H 4.334 -2.631 -1.090  0.087
H 4.999 -1.090 -1.684  0.073
H 3.878 0.683 1.468  0.070
H 4.875 0.479 -0.004  0.091
H 4.510 -0.938 1.002  0.088
H 0.322 -1.037 -3.569  0.025
H 0.667 1.484 1.260  0.031
C 0.315 2.658 -2.227  0.069
H -0.206 3.077 -3.082  -0.011
H 1.339 2.286 -2.358  0.010
H 0.072 3.053 -1.234  0.007
O -0.462 -0.447 -3.347  -0.212
H -2.429 0.949 -3.507  0.056
H -0.187 0.465 -3.533  0.025
C 0.006 -2.846 4.008  -0.033
N 0.769 -2.053 3.045  -0.182
C 1.959 -1.306 3.503  -0.009
C 0.284 -1.942 1.841  -0.254
N -0.229 -1.911 0.783  0.096
H 0.616 -2.960 4.909  0.085
H -0.213 -3.829 3.562  0.098
H -0.955 -2.368 4.266  0.098
H 2.790 -1.477 2.804  0.083
H 1.770 -0.221 3.542  0.092
H 2.214 -1.675 4.505  0.086

E = -52523.8915 eV
E_LUMO (spin up / spin down) = -0.39 / -0.73 eV
spin multiplicity = 1
F_max = 0.0611 Eh/bohr
ΔE to the lowest compared entry with this formula, charge and spin = 0.00 kcal per mole

---

Record 8
Here is one molecule with the formula C4H12NO3P from the OMol25 dataset. Energies are from ωB97M-V with the def2-TZVPD basis set.

Each line ends with the Löwdin charge.
Element x y z (Å)
N -0.221 -1.211 -1.589  0.040
C -0.193 0.286 -1.917  -0.216
C 0.610 1.066 -0.946  -0.224
C 0.038 1.359 0.458  -0.185
C -0.464 0.293 1.459  -0.477
O -1.624 -0.391 1.213  -0.071
P 0.826 -1.075 1.787  0.530
O 0.394 -1.983 2.901  -0.385
O 1.021 -1.965 0.527  -0.305
H 0.019 -1.833 -2.346  0.104
H -1.134 -1.497 -1.220  0.111
H 0.206 0.385 -2.969  0.125
H -1.189 0.832 -2.030  0.137
H 0.424 2.064 -1.414  0.121
H 1.672 0.888 -0.913  0.110
H -0.850 1.974 0.366  0.108
H 0.794 1.926 0.984  0.104
H -0.670 0.869 2.406  0.138
H -2.368 -0.188 1.801  0.115
H 2.119 -0.227 1.929  0.060
H 0.589 -1.573 -0.486  0.061

E = -21264.0053 eV
E_LUMO = 0.42 eV
SMILES = NCCC[C@@H](O)[P@@H](=O)O
spin multiplicity = 1
F_max = 0.0550 Eh/bohr
ΔE to the lowest compared entry with this formula, charge and spin = 20.34 kcal per mole